Below is C4H8O2 as an isolated structure at a distorted geometry, with properties calculated with the ωB97M-V functional and the def2-TZVPD basis.

Geometry as XYZ:
```
14
Properties=species:S:1:pos:R:3:forces:R:3:lowdin_charge:R:1
O 0.70556 1.75609 0.54329 0.249 0.153 -0.097 -0.0358
C 0.87405 0.38653 0.54587 -0.542 -0.146 -0.821 -0.2180
C -0.34336 -0.31171 1.11089 -0.086 -0.113 0.163 -0.1784
C -0.60432 -1.22183 -0.08106 -0.174 -0.100 -0.013 -0.1573
C -0.04366 -0.26047 -1.11601 -0.184 -0.088 -0.013 -0.2828
O -0.75058 0.84908 -1.48535 -0.307 0.201 0.111 -0.0252
H 1.55061 2.19269 0.37878 -0.107 -0.082 0.019 0.1152
H 1.35426 -0.05340 -0.35997 1.102 -0.128 0.575 0.1096
H -0.23358 -0.78086 2.09354 0.119 0.034 -0.117 0.1045
H -1.14603 0.43070 1.19859 0.061 -0.094 -0.033 0.1176
H 0.05789 -2.09536 -0.03096 -0.147 0.095 -0.096 0.1171
H -1.62967 -1.56246 -0.24487 0.056 -0.016 0.035 0.1116
H 0.42537 -0.70763 -2.01185 0.109 0.207 0.475 0.1373
H -0.55213 1.54503 -0.82245 -0.148 0.078 -0.188 0.0845
```
Forces are in eV/Å.

Energy relative to the best compared isomer or geometry (same formula, charge and spin) (kcal per mole): 101.1
E_tot (hartree): -307.55128
HOMO (eV): -7.657
HOMO-LUMO gap (eV): 8.465
Lowest unoccupied orbital energy (Eh): 0.0297

Below is a 3-piece molecular cluster, C2H12NO2S2 overall at a distorted geometry, with properties calculated with the ωB97M-V functional and the def2-TZVPD basis.

Geometry as XYZ:
```
19
Properties=species:S:1:pos:R:3:forces:R:3:lowdin_charge:R:1
N -0.23438 -0.21742 -0.13066 -1.241 -0.406 -2.544 0.1359
C 0.81687 0.83197 0.13130 0.716 -0.940 -2.759 -0.1817
C 2.15363 0.14299 0.57782 2.402 1.231 -1.021 -0.5085
S 2.28024 -1.57870 1.15023 -2.087 0.604 1.123 0.3906
S 3.00491 -2.89525 -0.11538 1.207 -0.999 -2.054 0.3096
H 0.15632 -1.03175 -0.63663 0.204 0.046 1.085 0.1518
H -1.50185 2.06211 -1.82316 -0.104 0.072 -1.210 0.0344
H -0.78450 -0.50634 0.67078 0.358 -0.319 0.277 0.1330
H 0.35251 1.57084 0.72472 -0.073 0.486 1.310 0.1002
H 0.92931 1.38946 -0.85808 0.162 -0.982 1.232 0.1431
H 3.04961 0.32477 -0.17356 -2.079 -0.251 1.226 0.1282
H 2.50935 0.62640 1.49473 -0.185 0.202 -0.167 0.0608
H 2.16344 -3.24506 -1.17018 -0.139 0.561 1.085 -0.1514
H -2.82001 -0.92908 1.37085 1.161 0.153 3.028 -0.0191
H -4.12831 -0.64016 0.70372 1.281 -0.651 -0.382 0.0934
O -3.22513 -1.03416 0.56128 -2.373 0.504 -2.522 -0.0339
H -2.26712 2.85580 -0.74350 1.892 -1.448 -0.301 0.1212
H -0.98534 0.03598 -0.83814 0.842 0.670 1.300 0.1592
O -1.46955 2.23758 -0.89616 -1.945 1.467 1.294 -0.0668
```
Forces are in eV/Å.

Energy relative to the best compared isomer or geometry (same formula, charge and spin) (kcal per mole): 37.7
E_tot (hartree): -1084.71973
HOMO (eV): -12.399
HOMO-LUMO gap (eV): 8.914
Charge: +1
Lowest unoccupied orbital energy (Eh): -0.1281

Below is C26H42F7GeInN3O6Sb as an isolated structure, with properties calculated with the ωB97M-V functional and the def2-TZVPD basis.

Geometry as XYZ:
```
87
Properties=species:S:1:pos:R:3:forces:R:3:mulliken_spin:R:1
In 2.60034 1.24971 -0.35158 0.180 -0.416 0.053 0.0926
C -0.94803 3.37709 0.08725 0.057 0.001 0.020 -0.0029
O 0.19196 3.11433 0.87702 0.007 0.098 -0.014 -0.0217
C -0.12170 2.59806 2.14421 -0.006 0.002 -0.026 -0.0184
C 1.14262 2.09801 2.79420 -0.056 -0.010 0.034 0.0753
O 1.59538 0.97299 2.05670 0.083 0.114 0.023 -0.0117
C 2.55054 0.15459 2.71767 -0.009 -0.081 0.106 0.0042
C 2.58395 -1.13857 1.93878 -0.013 -0.038 0.113 -0.0023
O 2.59212 -0.82248 0.55283 -0.057 0.101 -0.127 0.0002
C 2.71093 -1.97135 -0.28809 0.015 -0.068 -0.043 0.0009
H -1.57094 4.15765 0.53787 -0.005 -0.003 -0.002 -0.0006
H -0.60113 3.70547 -0.89042 0.016 0.009 -0.003 0.0028
H -1.54802 2.46800 -0.03990 -0.022 -0.003 0.021 0.0013
H -0.58497 3.36588 2.77882 0.006 0.007 -0.001 0.0011
H -0.82583 1.76021 2.04389 -0.008 -0.001 0.017 -0.0031
H 1.90906 2.87617 2.81728 -0.003 0.023 -0.015 -0.0333
H 0.91959 1.79547 3.82375 0.026 -0.002 -0.003 0.0034
H 3.53172 0.63319 2.73861 -0.035 -0.010 -0.032 -0.0010
H 2.22726 -0.05386 3.74289 0.024 0.013 0.008 0.0007
H 3.48310 -1.70543 2.18456 -0.081 0.000 0.016 -0.0002
H 1.69170 -1.74068 2.14774 -0.035 0.039 -0.040 0.0000
H 3.66192 -2.46771 -0.09589 -0.039 0.010 -0.010 0.0002
H 1.87351 -2.64654 -0.08556 -0.003 0.009 0.005 0.0000
H 2.68072 -1.62607 -1.31771 -0.027 -0.008 0.010 -0.0006
C -3.95230 -0.95229 -4.61157 0.000 -0.003 0.005 0.0000
C -2.66013 -1.72235 -4.38969 -0.002 -0.006 0.013 0.0000
N -1.88504 -1.20332 -3.25782 -0.003 0.025 -0.035 0.0001
C -0.88344 -0.31153 -3.51210 -0.045 0.049 -0.043 0.0006
C -0.13909 0.27957 -2.55583 0.101 -0.053 0.186 0.0013
C 1.00926 1.23953 -2.76468 0.018 -0.075 -0.152 -0.0024
O 0.80740 2.36391 -3.17039 0.014 -0.024 -0.118 -0.0015
O 2.12712 0.71890 -2.36113 -0.111 0.225 0.170 -0.0016
C -0.37433 -0.01692 -1.17576 0.034 0.052 0.009 -0.0090
O 0.27801 0.49184 -0.24767 -0.057 -0.164 -0.070 -0.0203
C -1.45858 -0.95447 -0.90647 -0.046 -0.003 -0.007 0.0008
C -1.74892 -1.29629 0.41787 0.004 -0.001 -0.004 -0.0007
C -2.76115 -2.16581 0.68253 -0.009 0.005 0.002 -0.0001
F -3.07244 -2.45308 1.97474 -0.006 -0.008 0.007 0.0000
C -3.52289 -2.75956 -0.33632 0.026 -0.022 -0.039 0.0000
C -3.22817 -2.42994 -1.64449 0.015 -0.020 -0.008 0.0000
C -2.20038 -1.52193 -1.95596 -0.015 0.011 0.034 0.0000
N -4.56894 -3.67121 -0.06904 -0.051 0.051 0.059 0.0000
C -5.91000 -3.39234 -0.52177 0.014 -0.009 0.004 0.0000
C -6.79581 -2.92109 0.62680 0.007 0.002 0.000 0.0000
N -6.77652 -3.97766 1.70232 0.007 -0.011 -0.018 0.0000
C -5.37543 -4.24819 2.19672 0.005 -0.001 0.000 0.0000
C -4.51061 -4.63634 1.00344 0.009 -0.014 -0.031 0.0000
H -4.49789 -1.36954 -5.45752 0.000 -0.001 0.000 0.0000
H -3.74137 0.09547 -4.82481 0.002 -0.001 -0.001 0.0000
H -4.59720 -0.99204 -3.73251 -0.002 -0.002 -0.003 0.0000
H -2.01945 -1.65256 -5.26649 -0.004 0.008 -0.003 0.0000
H -2.84267 -2.78498 -4.23266 0.008 -0.005 -0.006 0.0000
H -0.71493 -0.10287 -4.56076 0.005 0.026 0.004 -0.0001
H -1.16821 -0.84412 1.21252 0.002 0.003 -0.001 0.0000
H -3.79357 -2.91385 -2.42746 -0.002 -0.004 0.001 0.0000
H -6.35264 -4.29221 -0.96995 -0.008 0.005 -0.011 0.0000
H -5.89885 -2.62217 -1.28960 0.006 0.006 0.004 0.0000
H -7.83086 -2.77059 0.32459 -0.002 -0.013 -0.004 0.0000
H -6.40606 -2.00981 1.07875 -0.010 0.002 0.001 0.0000
H -7.16902 -4.84271 1.32181 -0.014 0.002 0.011 0.0000
H -7.37583 -3.70251 2.48069 0.010 0.013 0.003 0.0000
H -5.43448 -5.04266 2.93870 -0.007 -0.008 -0.009 0.0000
H -5.02836 -3.32961 2.66169 -0.001 -0.001 0.007 0.0000
H -4.85614 -5.60653 0.61997 0.011 -0.010 0.008 0.0000
H -3.48691 -4.77675 1.33940 0.001 0.013 0.005 0.0000
C 3.62138 6.28843 0.62268 0.030 -0.002 0.035 0.0028
Ge 4.06941 4.41935 0.91070 0.059 0.158 -0.111 0.0238
C 4.32586 4.02675 2.79427 0.004 -0.042 -0.049 0.0226
C 6.79102 1.66575 -1.23994 0.021 -0.017 0.093 0.0008
C 2.95310 3.31936 -0.20434 -0.262 -0.122 0.174 0.8468
H 4.37527 6.91597 1.09793 -0.016 0.020 -0.006 0.0004
H 2.64616 6.53381 1.04494 -0.008 -0.021 -0.002 -0.0003
H 3.60634 6.50892 -0.44400 -0.002 -0.005 0.000 -0.0001
H 5.22556 4.57235 3.08205 -0.011 -0.013 0.043 0.0014
H 4.49913 2.96704 2.96584 -0.015 -0.022 -0.001 -0.0020
H 3.49825 4.38309 3.40756 -0.004 -0.001 -0.005 -0.0026
H 7.82266 1.88763 -0.98120 0.007 -0.025 0.011 0.0001
H 6.72042 1.20849 -2.22333 0.025 0.065 -0.024 0.0000
H 6.17796 2.55608 -1.15496 -0.034 0.040 0.030 0.0062
H 2.23716 3.88061 -0.80056 0.066 0.021 -0.085 0.0417
F 4.81188 1.33343 1.07421 -0.019 0.081 -0.016 -0.0088
Sb 6.07994 0.19837 0.05747 -0.072 -0.146 -0.099 -0.0058
F 5.71084 4.29180 0.26941 0.016 -0.074 -0.063 0.0103
F 4.40093 0.09059 -1.08620 0.067 0.192 -0.035 0.0094
F 6.89261 -1.20916 -0.93768 -0.034 0.001 0.050 0.0000
F 5.23723 -1.19292 1.05086 0.227 0.028 -0.021 -0.0001
F 7.36793 0.30071 1.43926 0.037 0.060 -0.001 -0.0001
```
Forces are in eV/Å.

Energy relative to the best compared isomer or geometry (same formula, charge and spin) (kcal per mole): 9.5
E_tot (hartree): -4837.86393
HOMO (alpha / beta) (eV): -10.121 / -10.822
HOMO-LUMO gap (alpha / beta) (eV): 6.617 / 7.318
Charge: +1
2S+1: 2
Lowest unoccupied orbital energy (alpha / beta) (Eh): -0.1288 / -0.1288

Below is C6H12P2 as an isolated structure at a distorted geometry, with properties calculated with the ωB97M-V functional and the def2-TZVPD basis.

Geometry as XYZ:
```
20
Properties=species:S:1:pos:R:3:forces:R:3:lowdin_charge:R:1
C -2.22754 0.03524 -0.85154 0.689 0.099 4.822 -0.5096
C -1.05125 0.05671 0.06201 0.376 -0.084 -0.010 -0.8726
C 0.82074 -0.76775 -1.22764 -0.607 2.653 -0.303 -0.0929
C 1.23663 -1.00750 1.55237 -1.404 0.606 -5.128 0.0632
C 1.11984 1.41521 -0.02493 0.670 -0.557 1.829 -0.0834
C 0.44887 0.08466 -0.04736 0.517 -3.740 1.891 -0.4274
P -2.14664 -1.42391 0.35403 1.723 -0.246 -2.817 0.8971
P -2.18528 1.39389 0.52060 -1.779 -2.048 0.472 0.8944
H -2.56826 0.00403 -1.81315 -0.249 0.178 -2.438 0.0181
H 0.53680 -1.73688 -1.27859 -1.943 -3.052 0.441 0.0432
H 1.81729 -0.90149 -1.15627 3.806 0.023 -0.362 0.0424
H 0.55982 -0.32816 -2.18756 0.005 0.387 -0.100 0.0997
H 1.22330 -0.30663 2.30006 -0.303 1.054 2.126 0.0005
H 0.75430 -1.96576 1.54095 -1.147 0.049 0.720 0.0183
H 2.20196 -1.28843 1.21355 1.267 0.532 -0.356 0.0160
H 0.49648 2.01814 0.62006 0.264 0.808 -0.018 0.0538
H 1.22567 1.77424 -0.99737 -0.392 1.072 -1.781 0.0603
H 2.17516 1.43553 0.33819 -0.828 -0.439 0.131 0.1011
H -2.75554 -0.83164 1.34986 -1.743 1.021 2.305 -0.1839
H -1.68234 2.34050 -0.26726 1.081 1.686 -1.427 -0.1383
```
Forces are in eV/Å.

Energy relative to the best compared isomer or geometry (same formula, charge and spin) (kcal per mole): 77.7
E_tot (hartree): -918.32560
HOMO (eV): -8.641
HOMO-LUMO gap (eV): 9.530
Lowest unoccupied orbital energy (Eh): 0.0327

Below is a 2-piece molecular cluster, C9H14NO2PS overall at a distorted geometry, with properties calculated with the ωB97M-V functional and the def2-TZVPD basis.

Geometry as XYZ:
```
28
Properties=species:S:1:pos:R:3:forces:R:3:lowdin_charge:R:1
C 1.80185 1.53370 -1.64853 0.312 2.788 1.012 -0.1000
C 1.19354 0.51008 -2.35761 -0.648 0.864 -0.533 -0.1113
C 2.25557 1.38653 -0.34289 -1.120 -1.874 -0.105 -0.0806
C 0.97649 -0.72467 -1.77596 -0.493 -1.062 -1.599 -0.0879
C 2.13899 0.10984 0.19539 0.428 -2.863 0.482 -0.0511
C 1.57710 -0.98397 -0.51394 -0.623 0.573 -0.760 -0.3117
C 1.42926 -2.35927 0.08292 -2.141 -0.477 -1.390 -0.3705
C -0.76180 -1.51902 1.48991 -1.207 2.600 -3.500 -0.4078
C -1.46978 0.07897 0.32902 3.257 -2.451 1.116 -0.4106
N -2.44745 -0.19556 -0.60175 -1.000 1.235 0.453 0.0240
O -0.50768 1.88808 2.16844 1.602 -0.151 1.086 -0.3264
O -2.47059 2.60365 0.79007 -0.727 0.161 -0.694 -0.2047
P -1.69257 1.38639 1.50643 -1.600 0.764 -0.360 0.5167
S -0.37274 -2.80030 0.38657 0.675 0.303 -0.234 0.8413
H 1.81788 2.64026 -1.90268 -0.172 -1.697 -0.742 0.1246
H 0.73620 0.77289 -3.32673 0.337 -0.374 0.527 0.1117
H 2.45459 2.20332 0.30864 0.592 0.599 0.082 0.0995
H 0.27850 -1.41792 -2.46291 1.894 1.018 2.200 0.1620
H 2.51627 -0.29127 1.16801 -0.188 1.354 -0.495 0.1272
H 1.62448 -3.16386 -0.64926 0.712 0.455 0.506 0.0773
H 1.78224 -2.55069 1.06304 1.244 0.098 0.573 0.0538
H -0.05980 -0.92398 1.96314 2.030 0.578 0.743 0.0142
H -1.44915 -1.84567 2.15588 -2.468 -0.796 1.996 -0.0124
H -0.48560 0.12219 -0.11282 0.197 0.454 0.046 0.0399
H -3.22955 0.23356 -0.14008 -1.559 -0.795 -1.027 0.0555
H -2.54938 -1.12305 -0.98524 0.016 -0.141 0.302 0.0746
H -2.74985 0.86112 2.29894 0.267 0.182 0.044 0.0528
H -2.33702 3.56865 0.91401 0.382 -1.347 0.271 0.0998
```
Forces are in eV/Å.

Energy relative to the best compared isomer or geometry (same formula, charge and spin) (kcal per mole): 44.9
E_tot (hartree): -1296.05369
HOMO (eV): -7.757
HOMO-LUMO gap (eV): 8.396
Lowest unoccupied orbital energy (Eh): 0.0235

What did the fifth record say?
Below is a 2-piece molecular cluster, C9H14NO2PS overall at a distorted geometry, with properties calculated with the ωB97M-V functional and the def2-TZVPD basis.

Geometry as XYZ:
```
28
Properties=species:S:1:pos:R:3:forces:R:3:lowdin_charge:R:1
C 1.80185 1.53370 -1.64853 0.312 2.788 1.012 -0.1000
C 1.19354 0.51008 -2.35761 -0.648 0.864 -0.533 -0.1113
C 2.25557 1.38653 -0.34289 -1.120 -1.874 -0.105 -0.0806
C 0.97649 -0.72467 -1.77596 -0.493 -1.062 -1.599 -0.0879
C 2.13899 0.10984 0.19539 0.428 -2.863 0.482 -0.0511
C 1.57710 -0.98397 -0.51394 -0.623 0.573 -0.760 -0.3117
C 1.42926 -2.35927 0.08292 -2.141 -0.477 -1.390 -0.3705
C -0.76180 -1.51902 1.48991 -1.207 2.600 -3.500 -0.4078
C -1.46978 0.07897 0.32902 3.257 -2.451 1.116 -0.4106
N -2.44745 -0.19556 -0.60175 -1.000 1.235 0.453 0.0240
O -0.50768 1.88808 2.16844 1.602 -0.151 1.086 -0.3264
O -2.47059 2.60365 0.79007 -0.727 0.161 -0.694 -0.2047
P -1.69257 1.38639 1.50643 -1.600 0.764 -0.360 0.5167
S -0.37274 -2.80030 0.38657 0.675 0.303 -0.234 0.8413
H 1.81788 2.64026 -1.90268 -0.172 -1.697 -0.742 0.1246
H 0.73620 0.77289 -3.32673 0.337 -0.374 0.527 0.1117
H 2.45459 2.20332 0.30864 0.592 0.599 0.082 0.0995
H 0.27850 -1.41792 -2.46291 1.894 1.018 2.200 0.1620
H 2.51627 -0.29127 1.16801 -0.188 1.354 -0.495 0.1272
H 1.62448 -3.16386 -0.64926 0.712 0.455 0.506 0.0773
H 1.78224 -2.55069 1.06304 1.244 0.098 0.573 0.0538
H -0.05980 -0.92398 1.96314 2.030 0.578 0.743 0.0142
H -1.44915 -1.84567 2.15588 -2.468 -0.796 1.996 -0.0124
H -0.48560 0.12219 -0.11282 0.197 0.454 0.046 0.0399
H -3.22955 0.23356 -0.14008 -1.559 -0.795 -1.027 0.0555
H -2.54938 -1.12305 -0.98524 0.016 -0.141 0.302 0.0746
H -2.74985 0.86112 2.29894 0.267 0.182 0.044 0.0528
H -2.33702 3.56865 0.91401 0.382 -1.347 0.271 0.0998
```
Forces are in eV/Å.

Energy relative to the best compared isomer or geometry (same formula, charge and spin) (kcal per mole): 44.9
E_tot (hartree): -1296.05369
HOMO (eV): -7.757
HOMO-LUMO gap (eV): 8.396
Lowest unoccupied orbital energy (Eh): 0.0235

Question: E_tot of number 4 (C6H12P2)?
Answer: -918.32560 hartree